[1]
DFT (wB97M-V/def2-TZVPD) results for a 9-piece molecular cluster, C41H92F12N5O12 overall at a distorted geometry.

Each line ends with the Mulliken charge.
Element x y z (Å)
C 4.133 -5.671 0.135  -1.6668
C 3.090 -4.908 -0.683  0.5544
C 1.737 -5.304 -0.103  -1.1926
O 0.569 -4.685 -0.710  -0.0216
C -0.668 -5.160 -0.132  -0.7728
N 3.093 -3.422 -0.623  -0.3567
H 1.572 -2.370 -1.183  0.0325
H 3.111 -3.048 0.357  -0.1043
H 3.954 -3.082 -1.020  0.2682
H 3.841 -5.823 1.142  0.3917
H 5.115 -5.193 0.216  0.4001
H 4.398 -6.646 -0.300  0.4455
H 3.117 -5.116 -1.728  0.2681
H 1.711 -4.996 0.918  0.3213
H 1.595 -6.365 -0.208  0.5274
H -0.758 -6.271 -0.136  0.3415
H -1.486 -4.726 -0.727  0.1796
H -0.768 -4.822 0.925  0.2581
C -4.203 4.017 1.524  -0.9878
C -4.279 5.476 1.334  0.5513
C -3.050 5.946 0.741  -1.1048
O -2.456 5.136 -0.255  0.0200
C -1.061 5.626 -0.277  -0.5936
N -5.412 5.868 0.497  -0.7059
H -3.239 4.419 -3.057  0.4373
H -6.167 5.172 0.416  0.2125
H -5.967 6.605 0.950  0.2533
H -3.171 3.694 1.773  0.0548
H -4.523 3.575 0.570  0.1244
H -4.731 3.575 2.336  0.4711
H -4.305 6.140 2.203  0.2982
H -2.402 5.979 1.662  0.4002
H -3.147 6.981 0.414  0.3609
H -0.772 5.691 0.803  0.2882
H -1.085 6.626 -0.743  0.3365
H -0.433 4.854 -0.776  0.0429
C 5.564 0.600 3.919  -0.2663
C 6.484 1.095 2.747  0.1614
C 7.735 0.172 2.711  -0.7256
O 8.675 0.705 3.581  -0.3540
C 10.014 0.166 3.565  -0.7881
N 5.728 1.044 1.484  -0.5254
H 6.170 1.396 0.619  0.2862
H 5.320 0.052 1.374  -0.0172
H 4.168 1.671 1.242  0.3867
H 5.428 -0.509 3.845  -0.3700
H 4.599 1.080 3.740  -0.2174
H 6.034 0.900 4.883  0.5235
H 6.811 2.119 2.917  0.4481
H 8.051 0.091 1.735  0.5274
H 7.404 -0.787 3.039  0.2554
H 10.771 0.940 3.792  0.2612
H 10.320 -0.231 2.598  0.3114
H 10.191 -0.503 4.362  0.3048
C -0.702 1.449 -0.195  0.3431
C -0.273 0.707 1.100  -0.5067
C -0.979 -0.595 1.305  -0.6506
O -2.459 -0.479 1.504  0.3378
C -2.657 0.237 2.650  -0.8384
N 1.069 0.242 0.865  0.3356
H 1.712 1.012 0.785  0.0685
H 2.634 -0.940 1.859  0.1411
H 0.968 -0.249 -0.056  -0.1457
H -1.695 1.904 -0.213  0.0250
H -0.714 0.674 -0.908  -0.2933
H 0.002 2.341 -0.369  -0.0241
H -0.364 1.345 1.967  0.9912
H -0.487 -1.137 2.131  0.4015
H -0.781 -1.206 0.419  -0.4384
H -3.717 0.280 2.842  0.4440
H -2.352 1.296 2.548  0.0194
H -2.168 -0.202 3.544  0.2568
C -4.947 -2.924 1.386  -1.6608
C -5.207 -1.653 0.621  -0.1330
C -4.705 -1.695 -0.798  -0.1225
N -5.086 -0.454 -1.639  0.9305
C -5.090 -0.889 -3.107  -0.5907
C -5.587 0.173 -4.000  0.6120
C -7.007 0.732 -3.614  -1.3027
C -6.943 1.162 -2.132  -0.6876
C -6.497 0.039 -1.265  -0.9279
C -3.998 0.626 -1.503  0.4245
H -3.905 -3.154 1.548  0.2685
H -5.461 -3.803 1.021  0.4487
H -5.349 -2.714 2.388  0.4143
H -4.773 -0.792 1.101  0.0136
H -6.277 -1.496 0.542  0.5885
H -5.196 -2.542 -1.273  0.5668
H -3.641 -1.830 -0.920  -0.2632
H -5.696 -1.799 -3.218  0.6114
H -4.097 -1.162 -3.391  0.1640
H -5.583 -0.233 -4.969  0.3986
H -4.876 0.980 -3.891  -0.4569
H -7.866 0.033 -3.676  0.3357
H -7.165 1.624 -4.192  0.5403
H -7.884 1.541 -1.753  0.5245
H -6.233 1.970 -2.069  0.1242
H -7.239 -0.742 -1.397  0.4364
H -6.457 0.388 -0.235  0.6049
H -4.236 1.458 -2.175  -0.0860
H -3.073 0.132 -1.587  -0.5057
H -4.091 0.913 -0.425  -0.0610
C 3.267 3.164 2.077  0.0956
O 2.302 2.777 3.021  -0.1267
O 3.413 2.192 1.092  -0.5095
C 2.836 4.397 1.192  0.4879
F 2.097 4.177 0.075  -0.2335
F 2.247 5.317 1.916  -0.3016
F 3.933 4.963 0.757  -0.3164
C 2.527 3.154 4.396  -0.4882
C 2.124 1.996 5.248  -1.0038
H 1.918 2.414 6.253  0.3981
H 1.181 1.589 4.870  0.1432
H 2.746 1.135 5.246  0.1863
H 2.138 4.134 4.535  0.5133
H 3.588 3.374 4.519  0.3575
H 4.128 3.521 2.600  0.4152
C 3.146 -2.201 3.166  -0.2605
O 3.717 -3.508 2.797  -0.2753
O 3.419 -1.329 2.122  0.0493
C 1.624 -2.399 3.362  0.2436
F 0.790 -2.777 2.264  -0.0518
F 1.207 -3.222 4.375  -0.3406
F 1.051 -1.169 3.696  -0.2336
C 4.973 -3.608 3.213  0.5150
C 5.077 -3.828 4.650  -1.5050
H 5.136 -4.869 4.982  0.3588
H 5.961 -3.557 5.134  0.4421
H 4.240 -3.390 5.139  0.3718
H 5.536 -2.710 3.030  -0.2756
H 5.502 -4.371 2.650  0.4654
H 3.558 -1.760 4.056  0.6680
C -2.780 3.279 -4.445  -0.4102
O -3.230 1.962 -4.806  -0.2465
O -3.734 3.679 -3.584  -0.4705
C -1.403 3.162 -3.726  0.6547
F -1.195 4.350 -3.013  -0.2543
F -1.431 2.187 -2.790  -0.0053
F -0.435 2.933 -4.637  -0.2886
C -3.157 1.731 -6.213  -0.5184
C -3.194 0.284 -6.636  -0.8816
H -4.212 -0.195 -6.428  0.1397
H -2.866 0.212 -7.649  0.4589
H -2.472 -0.329 -6.027  0.0439
H -2.247 2.176 -6.587  0.5962
H -4.006 2.201 -6.637  0.3048
H -2.691 3.907 -5.354  0.4002
C 0.580 -2.455 -2.810  -0.0572
O 1.583 -2.619 -3.701  -0.3171
O 0.970 -1.749 -1.649  -0.3789
C -0.638 -1.536 -3.253  0.7035
F -1.581 -1.593 -2.227  -0.5520
F -0.359 -0.251 -3.541  -0.2149
F -1.221 -2.057 -4.323  -0.3523
C 1.469 -3.887 -4.372  0.1246
C 2.629 -3.827 -5.378  -1.3567
H 3.616 -3.774 -4.904  0.3101
H 2.526 -4.665 -6.074  0.4154
H 2.503 -2.907 -5.980  0.3264
H 0.574 -4.001 -4.989  0.2271
H 1.630 -4.723 -3.716  0.1915
H 0.101 -3.441 -2.549  0.4067

Cartesian forces (eV/Å) of the 6 atoms listed first:
1.34 -0.17 -1.16
-1.26 1.35 1.23
-1.29 0.19 -0.94
0.10 -0.59 0.08
0.57 0.12 0.18
0.43 0.23 1.27

Values from the calculation:
- E_tot: -108628.8382 eV
- Gap between HOMO and LUMO: 9.520 eV
- Max |F|: 0.0997 hartree/bohr
- Multiplicity: 1
- E_LUMO: -1.407 eV
- Charge: +1
- Highest occupied orbital energy: -10.9 eV

***

[2]
DFT (wB97M-V/def2-TZVPD) results for a 6-piece molecular cluster, C41H96ClN5O8 overall at a distorted geometry.

Each line ends with the Mulliken charge.
Element x y z (Å)
C 6.024 -1.378 0.956  -1.0107
C 5.962 -0.551 -0.475  0.2165
C 7.434 -0.372 -1.191  -0.2311
C 8.071 1.125 -0.982  -0.7323
C 7.245 2.316 -1.791  -0.4026
C 7.552 2.336 -3.412  -0.7235
C 6.492 1.460 -4.311  0.5463
C 5.538 2.400 -5.289  -0.8743
C 4.091 1.697 -5.636  -0.5148
C 4.214 0.319 -6.544  -0.6073
C 3.316 -0.945 -5.918  -0.6307
C 3.909 -1.471 -4.477  0.3254
C 3.467 -2.995 -4.064  -0.1351
C 2.131 -3.088 -3.105  -0.7164
C 1.118 -1.803 -3.213  -0.0815
C -0.413 -2.239 -2.699  -0.5583
C -1.419 -1.040 -3.211  -0.6670
C -2.610 -0.733 -2.078  -0.0150
C -4.096 -0.752 -2.772  -0.6612
C -4.905 0.673 -2.723  -0.3951
O -4.068 1.873 -2.876  -0.2446
C -4.862 3.046 -2.388  0.5943
O -5.846 3.627 -3.121  -0.5066
O -4.639 3.632 -1.030  -0.1554
Cl -5.338 5.186 -1.125  0.0254
H 6.266 -0.642 1.858  0.2452
H 6.815 -2.260 0.869  0.2751
H 4.974 -1.869 1.229  0.2902
H 5.283 -1.168 -1.233  -0.2648
H 5.395 0.480 -0.321  0.1856
H 7.298 -0.620 -2.327  0.0311
H 8.184 -1.142 -0.699  0.3731
H 7.996 1.380 0.180  0.2528
H 9.240 1.137 -1.218  0.3248
H 6.087 2.309 -1.567  0.1344
H 7.659 3.347 -1.357  0.3136
H 8.687 2.034 -3.613  0.2978
H 7.460 3.479 -3.743  0.3423
H 7.133 0.788 -5.058  0.2015
H 5.811 0.731 -3.698  -0.4411
H 6.104 2.697 -6.290  0.2431
H 5.302 3.434 -4.745  0.3482
H 3.517 1.511 -4.609  0.2179
H 3.436 2.490 -6.241  0.3542
H 3.695 0.584 -7.586  0.3538
H 5.319 -0.008 -6.753  0.2677
H 2.214 -0.547 -5.877  0.1108
H 3.317 -1.847 -6.680  0.2602
H 3.687 -0.758 -3.576  0.0515
H 5.096 -1.490 -4.603  0.0277
H 3.394 -3.729 -4.997  0.1962
H 4.364 -3.432 -3.408  -0.0957
H 1.573 -4.126 -3.296  0.2984
H 2.508 -3.143 -1.974  0.2043
H 1.492 -0.966 -2.480  0.2391
H 0.972 -1.402 -4.303  -0.0429
H -0.676 -3.202 -3.353  0.2011
H -0.441 -2.443 -1.546  0.3342
H -0.889 -0.019 -3.433  0.2521
H -1.879 -1.410 -4.245  0.2068
H -2.568 -1.675 -1.347  0.2972
H -2.364 0.227 -1.454  0.0274
H -4.084 -1.102 -3.904  0.2987
H -4.755 -1.549 -2.190  0.2517
H -5.558 0.703 -1.751  0.2911
H -5.669 0.659 -3.640  0.3161
C -1.694 2.162 4.074  -0.5557
O -2.223 0.863 4.288  -0.3324
C -3.487 0.627 3.662  -0.5354
C -3.401 0.279 2.159  0.6245
C -3.120 1.485 1.267  -0.7452
N -2.381 -0.749 1.902  -0.6047
H -2.478 2.925 4.024  0.3106
H -1.092 2.174 3.164  0.2770
H -1.030 2.403 4.909  0.0786
H -3.917 -0.237 4.184  0.0308
H -4.170 1.466 3.843  0.4326
H -4.376 -0.122 1.859  0.3181
H -2.073 1.801 1.296  0.2355
H -3.347 1.247 0.221  -0.4571
H -3.744 2.341 1.553  0.3803
H -2.632 -1.593 2.420  0.2463
H -1.516 -0.440 2.352  0.3176
C -10.979 7.257 1.192  -0.6342
O -9.607 6.898 1.244  -0.4177
C -9.166 6.082 0.155  -0.4951
C -8.851 6.863 -1.142  0.5002
C -10.096 7.308 -1.905  -1.4878
N -8.013 8.041 -0.870  -0.6957
H -11.598 6.461 0.763  0.2947
H -11.100 8.183 0.628  0.2224
H -11.321 7.448 2.213  0.2632
H -8.237 5.611 0.498  0.1962
H -9.875 5.266 -0.028  0.4233
H -8.294 6.190 -1.802  0.2844
H -10.584 8.176 -1.451  0.2853
H -9.832 7.596 -2.929  0.3598
H -10.831 6.497 -1.969  0.3419
H -7.135 7.726 -0.456  0.2570
H -8.461 8.566 -0.115  0.3206
C 2.301 2.956 8.614  -0.6422
O 1.381 2.763 7.550  -0.3941
C 0.727 1.491 7.555  -0.4773
C -0.470 1.392 8.529  0.4499
C -0.058 1.250 9.992  -1.4545
N -1.367 2.550 8.397  -0.7390
H 2.816 2.029 8.887  0.2954
H 1.786 3.377 9.479  0.2185
H 3.049 3.685 8.291  0.2565
H 0.345 1.352 6.537  0.0921
H 1.452 0.685 7.724  0.4518
H -1.032 0.489 8.265  0.3716
H 0.275 2.195 10.432  0.2895
H -0.906 0.905 10.594  0.3545
H 0.748 0.516 10.106  0.3451
H -1.724 2.578 7.440  0.2619
H -0.790 3.391 8.463  0.3379
C -6.549 -3.234 6.785  -0.6625
O -5.132 -3.160 6.812  -0.3579
C -4.468 -4.360 6.407  -0.6924
C -4.368 -4.549 4.876  0.1796
C -5.678 -4.987 4.227  -1.4252
N -3.896 -3.324 4.213  -0.5034
H -6.916 -4.231 7.053  0.3026
H -6.917 -2.943 5.800  0.2311
H -6.943 -2.515 7.508  0.2521
H -3.448 -4.280 6.803  0.3505
H -4.919 -5.234 6.892  0.4240
H -3.637 -5.344 4.691  0.4442
H -6.395 -4.167 4.121  0.2734
H -5.493 -5.374 3.218  0.3505
H -6.156 -5.787 4.804  0.3555
H -2.969 -3.094 4.575  0.2762
H -4.481 -2.553 4.543  0.2206
C 6.456 -4.229 -5.794  -0.6457
O 6.972 -4.393 -4.483  -0.3547
C 6.581 -5.610 -3.840  -0.5952
C 7.410 -6.847 -4.256  0.2539
C 7.046 -7.391 -5.635  -1.3812
N 8.852 -6.563 -4.222  -0.7609
H 5.453 -4.656 -5.901  0.2791
H 7.140 -4.672 -6.521  0.3220
H 6.400 -3.158 -6.008  0.1746
H 6.742 -5.442 -2.768  0.3411
H 5.505 -5.785 -3.966  0.3613
H 7.198 -7.641 -3.532  0.4424
H 7.457 -6.789 -6.451  0.2709
H 7.443 -8.405 -5.762  0.3479
H 5.959 -7.445 -5.764  0.3333
H 9.110 -6.302 -3.269  0.2785
H 9.008 -5.706 -4.757  0.3394

Cartesian forces (eV/Å) of the 6 atoms listed first:
-0.34 0.11 0.05
-0.59 -0.51 -0.22
0.02 0.25 0.42
-0.57 0.13 0.70
1.21 0.52 0.13
-0.28 0.76 0.25

Values from the calculation:
- E_tot: -80411.3552 eV
- Gap between HOMO and LUMO: 8.600 eV
- Max |F|: 0.1835 hartree/bohr
- Multiplicity: 1
- E_LUMO: -0.616 eV
- Highest occupied orbital energy: -9.2 eV

***

Question: Which of these has the lowest E_tot?
Answer: C41H92F12N5O12

***

Question: Which of these has the lowest highest occupied orbital energy?
Answer: C41H92F12N5O12